{"formula": "C34H91AsF6N8O10", "method": "ωB97M-V/def2-TZVPD", "total_energy_ev": -146268.5508, "e_above_lowest_kcal_mol": 143.9, "e_homo_ha": -0.018, "total_charge": -2, "species": ["C", "C", "O", "O", "H", "H", "H", "As", "F", "F", "F", "F", "F", "F", "C", "C", "C", "O", "C", "N", "H", "H", "H", "H", "H", "H", "H", "H", "H", "H", "H", "C", "C", "C", "O", "C", "N", "H", "H", "H", "H", "H", "H", "H", "H", "H", "H", "H", "C", "C", "C", "O", "C", "N", "H", "H", "H", "H", "H", "H", "H", "H", "H", "H", "H", "C", "C", "C", "O", "C", "N", "H", "H", "H", "H", "H", "H", "H", "H", "H", "H", "H", "C", "C", "C", "O", "C", "N", "H", "H", "H", "H", "H", "H", "H", "H", "H", "H", "H", "C", "C", "C", "O", "C", "N", "H", "H", "H", "H", "H", "H", "H", "H", "H", "H", "H", "C", "C", "C", "O", "C", "N", "H", "H", "H", "H", "H", "H", "H", "H", "H", "H", "H", "C", "C", "C", "O", "C", "N", "H", "H", "H", "H", "H", "H", "H", "H", "H", "H", "H"], "coordinates": [[-0.751786, -5.553785, -1.743453], [-0.169526, -4.435575, -2.614923], [-0.329516, -4.362225, -3.822513], [0.683014, -3.606825, -2.206543], [-0.974226, -6.427055, -2.356663], [-1.711476, -5.302505, -1.291823], [-0.054806, -5.870215, -0.967443], [-0.434496, 0.489435, -0.006953], [0.059554, -1.027855, -0.939153], [0.585814, -0.039795, 1.367027], [-0.938006, 1.974975, 0.852247], [-1.315936, 1.106375, -1.423483], [-1.813846, -0.389545, 0.605167], [0.977444, 1.312035, -0.712793], [4.230774, 2.557745, -4.036503], [2.733414, 2.589995, -4.377313], [2.426604, 2.247985, -5.873273], [2.850274, 3.293235, -6.741353], [2.455624, 3.062965, -8.125603], [2.047064, 1.572555, -3.653823], [4.791964, 3.336555, -4.552853], [4.553634, 1.580155, -4.394533], [4.330534, 2.636455, -2.953933], [2.299084, 3.504835, -3.974173], [1.368074, 2.078665, -6.070663], [3.034594, 1.403085, -6.196683], [1.885574, 3.919545, -8.485323], [1.806004, 2.201395, -8.279873], [3.346824, 2.909815, -8.734213], [1.132324, 1.610505, -4.080353], [2.041024, 1.921355, -2.705983], [-4.784246, 1.518605, 0.661077], [-4.618546, 0.750955, -0.690393], [-5.839916, -0.099965, -1.094463], [-6.116896, -0.954765, 0.009477], [-5.450056, -2.144235, 0.125637], [-4.270506, 1.691045, -1.764593], [-5.267986, 0.993125, 1.484467], [-5.528886, 2.301235, 0.515827], [-4.016046, 2.241275, 0.936207], [-3.788256, 0.052395, -0.586783], [-5.595726, -0.676745, -1.986533], [-6.683166, 0.580045, -1.215413], [-4.372386, -1.980845, 0.119017], [-5.635346, -2.827235, -0.703393], [-5.832056, -2.655115, 1.009477], [-4.887676, 2.482955, -1.654633], [-3.359516, 1.974205, -1.432903], [-3.849656, 3.154345, 7.322227], [-4.952366, 2.752805, 6.355287], [-4.263906, 2.125045, 5.108147], [-3.445616, 3.044435, 4.369767], [-2.219646, 2.560115, 3.874987], [-5.763336, 1.890835, 7.195257], [-3.156906, 2.394035, 7.682957], [-4.143436, 3.781405, 8.164007], [-3.133136, 3.786365, 6.797587], [-5.535846, 3.652095, 6.157997], [-4.935056, 1.730795, 4.345107], [-3.757686, 1.200455, 5.385597], [-2.157266, 3.128365, 2.946927], [-1.962156, 1.510485, 3.733317], [-1.499596, 2.939855, 4.599847], [-5.771016, 2.065615, 8.189997], [-6.742916, 1.796585, 6.968017], [5.266884, -1.168285, -2.631223], [4.270144, -2.321045, -2.790753], [4.404144, -3.405385, -1.718493], [3.688264, -4.549585, -2.033583], [3.305164, -5.449965, -0.979273], [2.917724, -1.750815, -2.857103], [6.301294, -1.501995, -2.549203], [5.210834, -0.633335, -1.683183], [5.102174, -0.364245, -3.348513], [4.442864, -2.833355, -3.737213], [4.106544, -2.874785, -0.814053], [5.438094, -3.703335, -1.544573], [2.328614, -5.170785, -0.583663], [3.935404, -5.543755, -0.094913], [3.300944, -6.459095, -1.391263], [3.137204, -0.810815, -3.154323], [2.654664, -1.511145, -1.911873], [-2.440486, -1.590815, -2.807383], [-1.461206, -1.197175, -3.977703], [-1.798106, 0.169385, -4.572943], [-1.236626, 0.324835, -5.858523], [-1.887056, -0.334855, -6.927023], [-0.061676, -1.265665, -3.550953], [-2.153346, -2.568355, -2.419993], [-3.433936, -1.762725, -3.221643], [-2.579586, -0.851105, -2.018983], [-1.662266, -1.905865, -4.781083], [-1.368086, 1.018465, -4.041673], [-2.864136, 0.392335, -4.528653], [-1.952336, -1.422215, -6.965333], [-1.240606, -0.004065, -7.739903], [-2.854416, 0.136015, -7.101963], [-0.196346, -1.047775, -2.573973], [0.243974, -0.335735, -3.799783], [4.345334, 3.853695, 3.289847], [3.159784, 4.739435, 3.502137], [2.170564, 4.598375, 2.449577], [1.070944, 5.503775, 2.722767], [-0.103706, 5.261035, 1.936357], [2.549844, 4.397005, 4.832477], [4.124204, 2.899525, 3.768127], [5.130464, 4.305445, 3.896137], [4.680904, 3.909985, 2.254317], [3.494244, 5.776465, 3.530097], [1.758804, 3.589325, 2.468507], [2.585194, 4.846715, 1.472577], [-0.948886, 5.837695, 2.312157], [-0.442266, 4.251275, 2.168437], [0.215514, 5.238065, 0.894407], [1.726834, 4.969195, 4.708527], [2.098204, 3.501185, 4.715697], [0.203724, -4.184715, 2.264907], [-1.310796, -4.046795, 2.697297], [-1.508296, -2.796485, 3.574027], [-2.772316, -2.785715, 4.279857], [-3.643146, -1.681705, 3.916607], [-2.184946, -3.958445, 1.582967], [0.540314, -3.236275, 1.846247], [0.340534, -4.977225, 1.529177], [0.821514, -4.574015, 3.074147], [-1.664956, -4.856665, 3.335087], [-1.314586, -1.915485, 2.962137], [-0.723196, -2.788895, 4.330117], [-3.316346, -0.751705, 4.381817], [-4.696196, -1.871705, 4.124147], [-3.583956, -1.618415, 2.830057], [-1.955206, -3.115795, 1.075777], [-3.056236, -3.678645, 2.010367], [3.939484, 0.977115, 0.429897], [3.836844, -0.593045, 0.609287], [3.889254, -1.205545, 2.040637], [4.022194, -2.622505, 1.947307], [4.036034, -3.286245, 3.249977], [2.686044, -0.964655, -0.094393], [3.043724, 1.479965, 0.794387], [4.076514, 1.214245, -0.625143], [4.825434, 1.408345, 0.895967], [4.719874, -1.082265, 0.198167], [3.108224, -0.798985, 2.683127], [4.824324, -0.787695, 2.413667], [3.830124, -4.346455, 3.102767], [3.249154, -2.974625, 3.936877], [5.018864, -3.474705, 3.681987], [1.926624, -0.390975, 0.243637], [2.501844, -1.949325, 0.034357]], "forces_ev_per_a": [[-0.4, -0.3, -0.2], [3.2, 1.9, -0.1], [-3.3, -2.2, -3.4], [-0.1, -0.7, 4.0], [0.1, -0.1, -0.3], [0.1, 0.4, 0.2], [0.0, 0.2, 0.1], [0.9, -0.8, -2.0], [-0.9, 2.4, 2.6], [-1.4, 0.7, -0.4], [0.5, -1.2, -0.3], [0.1, -0.5, 1.0], [0.4, 0.5, 0.1], [-0.7, -0.2, 0.9], [-0.9, -0.2, -0.7], [0.6, 0.3, -1.1], [1.0, 1.1, 0.1], [-0.5, 0.5, -1.4], [0.3, 0.3, 1.0], [0.2, -0.7, 0.2], [0.0, 0.1, 0.1], [0.4, 0.0, 0.3], [0.3, 0.0, 0.0], [0.1, 1.0, -1.1], [-0.2, -0.3, 0.4], [-0.3, -0.7, 0.6], [0.2, 0.2, 0.0], [0.0, -0.2, 0.4], [0.1, 0.1, 0.0], [-0.6, -0.5, 0.9], [-0.7, -0.7, 0.4], [-1.5, 0.7, -0.7], [0.0, 0.1, 0.4], [1.3, 0.3, 1.5], [-2.0, 1.2, 0.1], [0.7, -0.9, -0.6], [0.1, -0.7, 0.6], [0.8, -0.5, 0.2], [-0.9, 0.1, -0.6], [1.0, -1.0, 0.2], [0.1, 0.1, 0.0], [-0.2, 0.1, -0.2], [-0.3, -0.3, -0.2], [0.3, -0.3, 0.5], [-0.2, -0.1, -0.4], [0.4, 0.2, 0.2], [-0.1, 0.4, -0.1], [0.5, 0.6, -0.7], [1.8, 1.5, -0.5], [0.9, 0.4, 1.6], [-0.7, -0.5, -0.8], [-1.5, -0.9, 1.4], [0.8, 1.6, 0.2], [-1.2, -1.7, -0.4], [-0.7, -0.7, 0.0], [-0.5, -0.2, 0.1], [0.0, 0.3, -0.3], [0.3, 0.2, -0.8], [-0.9, 0.1, 0.2], [0.6, 0.3, 0.6], [0.7, -0.5, -0.2], [-1.0, -0.3, -0.1], [0.7, 0.0, -0.2], [0.7, 0.4, -0.2], [0.1, 0.0, -0.6], [0.8, -0.2, 1.0], [-0.4, -0.1, -0.3], [0.2, 1.1, 0.5], [-0.4, -1.2, 0.5], [-0.1, 0.5, -0.4], [1.0, 0.1, -0.3], [0.4, -0.1, -0.8], [-0.8, -0.2, 0.3], [0.3, -0.4, -0.5], [0.3, 0.0, -0.3], [-0.4, -0.6, 0.5], [0.6, 0.2, -0.1], [-0.3, 0.0, -0.4], [0.9, 0.6, 0.0], [-0.4, 0.1, -0.3], [-0.7, 0.4, -0.8], [-0.5, -0.5, 0.2], [0.0, -0.2, -1.2], [-1.1, 0.1, 0.7], [-0.1, 0.1, 0.6], [-0.2, -0.5, -0.4], [0.8, 1.4, -0.5], [-1.2, 1.3, -0.3], [0.4, 0.2, 0.2], [-0.3, 0.1, -0.3], [0.5, 0.0, -0.1], [0.1, -0.4, 0.0], [0.3, -0.2, 0.6], [-0.5, -0.2, -0.5], [0.1, -0.1, 0.7], [-0.2, -0.4, -0.6], [-0.5, -0.2, 0.1], [0.8, -1.0, 0.2], [1.1, 0.1, -0.7], [0.7, 0.8, 0.6], [0.6, -0.2, 1.8], [-2.4, 0.6, -1.1], [0.2, 0.3, 0.2], [1.0, -1.6, 1.0], [-0.1, 1.1, -1.0], [0.2, -0.4, -0.8], [0.3, -0.2, 0.0], [0.0, -0.8, 0.0], [-0.1, 0.2, 0.2], [0.1, -0.4, -0.4], [0.0, -0.2, -0.3], [0.5, 0.8, -0.6], [0.1, -0.4, -0.3], [-0.8, 0.6, -0.3], [-0.6, 0.6, 1.0], [0.3, -0.8, 0.0], [-1.4, -0.6, 0.4], [1.4, 0.6, 1.1], [0.8, -0.3, 0.8], [-0.4, 0.5, -0.5], [1.0, -0.9, -0.8], [-1.0, 0.0, -0.8], [0.3, -0.1, 0.1], [-0.5, 0.3, -0.5], [0.1, 0.7, 0.4], [0.3, -0.5, -0.1], [-0.5, 0.3, -0.1], [0.1, 0.0, 0.4], [0.0, 0.0, 0.0], [0.2, -0.4, 0.5], [-0.1, 0.6, -0.1], [0.5, 0.1, -0.7], [-0.8, -0.3, -0.1], [0.8, -1.1, 0.6], [0.7, 0.5, 0.8], [1.3, 1.6, -0.4], [-0.6, -0.2, 1.8], [-0.2, -1.0, -1.5], [-0.5, -0.3, -0.3], [0.0, -0.1, 0.0], [-0.4, -0.3, -0.1], [0.0, 0.0, 0.5], [0.2, 0.2, -0.5], [-0.6, -0.6, 0.1], [0.4, -0.1, 0.6], [-0.7, -0.1, -0.8], [0.3, 0.6, 0.0], [0.4, 1.4, 0.3], [0.2, -0.7, -0.3], [-0.6, -0.1, 0.0]]}